This record from the Open Molecules 2025 dataset describes an isolated molecule of C14H15NOS in a non-equilibrium geometry. The level of theory is ωB97M-V/def2-TZVPD.

SMILES = NCc1ccccc1Sc1ccccc1CO
Max |F| = 19.2 eV/Å
Frontier orbital gap = 9.09 eV
Total charge = 0
Energy above the lowest of the compared OMol25 structures with the same formula, charge and spin = 268.3 kcal/mol

```
32
Properties=species:S:1:pos:R:3:forces:R:3
N -1.149 -2.714 -1.634 -5.0144 4.8035 -1.2761
H -2.270 -2.843 -1.677 3.2097 0.5548 -0.2568
H -0.937 -3.476 -1.134 1.7405 -3.2422 2.7705
C -0.944 -1.352 -0.955 -0.3766 1.4297 -1.7530
C -1.586 -0.961 0.508 2.1134 -14.0890 -8.7423
C -1.990 -2.149 1.134 -0.3752 -1.3587 0.9044
C -2.493 -1.985 2.378 -2.5794 3.9408 0.2462
C -2.842 -0.546 2.782 3.8706 -3.6066 -3.8002
C -2.251 0.496 2.052 -2.7528 0.8839 6.7795
C -1.620 0.163 0.944 2.2040 11.5139 -0.7208
S -0.957 1.522 -0.207 -0.8889 0.1072 0.8737
C 0.780 1.304 -0.132 -5.4676 -5.7283 11.6681
C 1.338 0.545 1.175 1.1666 -1.2249 -5.3058
C 2.687 0.082 0.941 -10.1870 11.7981 -11.2791
C 3.461 0.794 0.028 9.6717 -7.7785 4.6368
C 3.107 1.421 -0.968 -5.8196 5.2696 -4.5211
C 1.673 1.729 -0.831 6.4605 5.5090 -11.3766
C 1.112 2.576 -2.045 -3.7861 1.2588 1.2498
O 1.677 2.703 -3.264 5.0986 -2.5609 -3.6732
H 2.040 1.768 -3.649 -1.4670 3.2795 1.5577
H 0.862 3.723 -1.716 0.5855 -2.7775 -0.4611
H 0.165 2.127 -2.480 -0.2220 0.2392 2.3554
H 3.592 1.836 -1.835 0.5031 -0.0317 0.2458
H 4.714 0.361 -0.046 -3.5117 1.3487 0.6203
H 2.930 -0.322 1.630 6.7784 -9.7663 14.6460
H 0.649 -0.036 1.801 0.4518 0.6419 0.1323
H -2.209 1.459 2.650 -0.2317 -0.7822 -1.6677
H -3.363 -0.505 3.634 -1.7614 0.9383 3.1293
H -2.986 -2.801 2.851 -0.0128 -0.4462 0.8283
H -2.021 -3.234 0.746 0.6063 2.1999 0.0933
H -1.312 -0.557 -1.780 0.5965 -1.8526 2.0463
H 0.145 -1.130 -0.902 -0.6028 -0.4712 0.0500
```
Forces are in eV/Å.